Entry 1:
34
Properties=species:S:1:pos:R:3 method="wB97M-V/def2-TZVPD" homo_ev=-8.8 relative_energy_kcal_mol=22.1 largest_force_ev_per_a=1.60 smiles="O=C(NCc1ccco1)c1nnc(Cc2ccc(Cl)cc2)o1"
O -2.09728 2.06356 -0.38955
C -1.00019 2.02275 0.12119
N -0.01480 2.92266 -0.06762
C -0.12533 4.00007 -1.03160
C 0.92094 3.88707 -2.08999
C 2.06592 4.59662 -2.30971
C 2.68190 4.01310 -3.44346
C 1.86919 2.99015 -3.82070
O 0.80459 2.90570 -3.00970
C -0.58221 0.96034 1.07243
N 0.58595 0.85146 1.63122
N 0.54902 -0.23725 2.41410
C -0.63907 -0.74501 2.30030
C -1.14798 -1.99119 2.92004
C -0.93276 -3.12342 1.94112
C -1.99907 -3.69942 1.26647
C -1.78718 -4.71810 0.35368
C -0.49538 -5.15510 0.11111
Cl -0.22341 -6.42742 -1.02571
C 0.58257 -4.58247 0.76936
C 0.35811 -3.56729 1.67998
O -1.40692 -0.02848 1.45910
H 0.87267 2.75887 0.38559
H -0.02390 4.96443 -0.52529
H -1.12546 3.91478 -1.46737
H 2.42063 5.43269 -1.74278
H 3.59848 4.31514 -3.90621
H 1.93593 2.27847 -4.61930
H -2.20863 -1.87587 3.14332
H -0.58758 -2.17104 3.83775
H -3.00565 -3.35504 1.45165
H -2.61744 -5.16772 -0.16749
H 1.58426 -4.92761 0.56793
H 1.19013 -3.10541 2.19015

Entry 2:
18
Properties=species:S:1:pos:R:3 method="wB97M-V/def2-TZVPD" homo_ev=-10.0 relative_energy_kcal_mol=63.3 largest_force_ev_per_a=3.97 smiles="C=CC.CCO"
C 1.86375 -0.78086 1.07812
C 1.81338 -0.26292 -0.11341
C 1.59687 1.19297 -0.49799
H 2.05679 -1.77528 1.41917
H 1.54964 -0.01280 1.82932
H 1.62628 -1.06711 -0.80497
H 2.53643 1.54525 -0.84628
H 1.19844 2.00519 0.29231
H 0.82504 1.32499 -1.35187
C -1.94072 -0.98691 -0.65284
C -1.74162 0.45402 0.03312
O -1.10482 0.37061 1.36880
H -0.95412 -1.41982 -0.71289
H -2.49013 -0.96240 -1.69025
H -2.53183 -1.72922 -0.08144
H -1.23072 1.25978 -0.51930
H -2.78557 0.81556 0.12625
H -0.28710 0.02895 1.12417

Entry 3:
8
Properties=species:S:1:pos:R:3 method="wB97M-V/def2-TZVPD" homo_ev=-10.0 relative_energy_kcal_mol=65.0 largest_force_ev_per_a=3.45
H 0.04212 2.58611 0.06866
P -0.81006 1.57067 0.65320
C -0.01377 0.43740 -0.18775
Cl 1.81979 0.87153 -0.79298
C -0.16287 -1.03328 -0.08887
Cl -1.83343 -1.38964 0.36212
Cl 1.01503 -1.54206 1.01524
H -0.05679 -1.50072 -1.02962

Entry 4:
71
Properties=species:S:1:pos:R:3 method="wB97M-V/def2-TZVPD" homo_ev="-10.3 / -9.5" relative_energy_kcal_mol=98.7 largest_force_ev_per_a=6.19 charge=+1
Y -1.76164 0.61406 -1.41529
C -1.05926 2.66956 0.60411
C -0.35144 2.98161 -0.60173
C -2.62216 3.08952 -1.05964
C -2.45791 2.70045 0.31225
C -1.30892 3.26047 -1.62182
C -0.47640 2.32754 1.93089
H 0.61971 2.40250 1.93377
H -0.74072 1.30812 2.25779
H -0.86554 3.00019 2.70897
C -3.54269 2.51728 1.30000
H -3.16275 2.68668 2.31405
H -3.96410 1.50156 1.26800
H -4.36052 3.22417 1.10506
C -3.90291 3.52297 -1.67565
H -4.41526 4.22469 -0.99845
H -4.59634 2.68953 -1.87161
H -3.72248 4.04546 -2.62447
C -0.97604 3.83559 -2.95582
H -1.85453 4.32809 -3.39158
H -0.61507 3.08817 -3.67950
H -0.18393 4.58795 -2.83417
C 1.11643 3.05843 -0.80129
H 1.38928 4.03649 -1.22082
H 1.47713 2.30292 -1.51842
H 1.65951 2.91688 0.13651
C 3.17345 -2.51714 4.00631
C 3.78335 -3.41948 3.22925
C 3.59911 -3.53707 1.74990
C 2.12908 -3.36277 1.26061
C 2.01760 -2.09714 0.42654
C 2.56605 -0.87783 0.95739
C 2.93642 -0.58137 2.32825
C 2.30487 -1.38936 3.50948
H 3.93921 -4.53423 1.42573
H 1.40843 -3.33570 2.08884
H 4.23132 -2.80536 1.21593
H 1.29466 -1.72379 3.22556
H 3.23950 -2.57590 5.09484
H 4.46265 -4.16761 3.64459
H 2.15278 -0.68729 4.34637
H 4.03625 -0.61267 2.41097
H 2.85744 -0.11681 0.22257
H 2.67106 0.47500 2.51369
H 1.85244 -4.24197 0.64880
H 2.35823 -2.27327 -0.61508
P 0.08960 -1.66533 -0.15433
C -0.85820 -2.19107 1.28641
C -0.20750 -2.97483 -1.37643
P 0.30202 0.25937 -2.47999
C 0.12797 0.05819 -0.28971
C 1.83646 -0.57103 -2.98068
C -0.97731 -0.71429 -3.45034
H -1.91236 -1.92945 1.14436
H -0.49017 -1.70377 2.19745
H -0.77917 -3.28299 1.39115
H -1.27862 -3.05764 -1.62306
H 0.10337 -3.93451 -0.92933
H 0.37174 -2.85794 -2.30107
H -0.64123 -1.75711 -3.54313
H -0.94121 -0.24368 -4.45004
H -2.06039 -0.72658 -3.12121
H 1.05272 0.57883 -0.00269
H -0.67249 0.50687 0.36892
H 2.24818 0.03595 -3.80398
H 1.67553 -1.58483 -3.37488
H 2.59925 -0.60034 -2.18787
F -3.76844 -0.89839 0.85001
C -3.62073 -0.83987 -0.54537
F -3.70832 -2.17085 -0.94596
F -4.82607 -0.27378 -0.96989

Entry 5:
55
Properties=species:S:1:pos:R:3 method="wB97M-V/def2-TZVPD" homo_ev=-1.0 relative_energy_kcal_mol=0.0 largest_force_ev_per_a=0.57 charge=-2
Tl -2.29164 -1.18208 -2.22280
Cl -4.50739 5.01461 1.10884
C -4.52912 3.44916 0.34882
C -5.72533 2.81336 0.09717
Cl -7.23116 3.58259 0.50978
C -5.71579 1.54912 -0.51397
Cl -7.23034 0.74984 -0.85062
C -4.54194 0.87321 -0.89177
O -4.55008 -0.28355 -1.43508
C -3.27758 1.57294 -0.66120
O -2.16365 1.03182 -1.03967
C -3.33003 2.82015 -0.03514
Cl -1.81454 3.64516 0.23704
C 1.21404 -1.63416 4.18158
C 1.16543 -0.41568 3.30290
C 2.21923 0.48091 3.22828
C 2.14790 1.55874 2.36060
Cl 3.49740 2.67067 2.26493
C 1.03855 1.75608 1.56219
C -0.01494 0.85707 1.61293
C 0.03416 -0.22266 2.48957
O -0.96222 -1.11104 2.66866
C -1.78742 -1.49125 1.56924
C -1.17492 -2.68052 0.77314
O -0.23433 -3.29956 1.29932
O -1.74330 -2.94601 -0.32655
H 2.22857 -1.82229 4.53691
H 0.85493 -2.49044 3.60639
H 0.55202 -1.51799 5.04336
H 3.10556 0.32668 3.83186
H 0.97561 2.61186 0.90322
H -0.87113 1.02181 0.96446
H -2.00551 -0.67032 0.88557
H -2.72495 -1.82738 2.01074
C 0.73801 0.82483 -3.32831
N 1.93626 0.20916 -2.78276
C 3.04360 1.12476 -2.56392
C 1.72218 -0.85510 -1.91934
N 0.53474 -1.24696 -1.68363
N 2.90810 -1.43495 -1.41229
C 2.73399 -2.33161 -0.28490
C 3.80087 -1.97878 -2.41932
H 1.03373 1.53903 -4.09825
H 0.14032 1.32879 -2.55911
H 0.10925 0.05311 -3.76907
H 2.68445 2.08924 -2.19223
H 3.58744 1.30347 -3.49922
H 3.72838 0.71497 -1.82834
H 0.46645 -2.08048 -1.10657
H 2.06667 -1.88854 0.44826
H 3.71050 -2.48197 0.18321
H 2.32437 -3.31073 -0.56521
H 3.84867 -1.31477 -3.27963
H 3.47258 -2.97092 -2.76541
H 4.80333 -2.08339 -1.99466

Entry 6:
56
Properties=species:S:1:pos:R:3 method="wB97M-V/def2-TZVPD" homo_ev=-13.6 relative_energy_kcal_mol=14.1 largest_force_ev_per_a=3.47 charge=+2
Hf 1.42939 1.84792 -1.55130
S 4.51059 4.94992 -2.55670
C 3.42649 3.83402 -2.19240
S 3.45829 2.80282 -0.71840
S 1.99309 3.42182 -3.23250
C -2.37661 1.68432 3.05030
C -3.05351 1.77192 1.69980
C -3.88491 0.55092 1.36930
O -2.09051 2.01812 0.61880
P -0.78471 1.38962 0.12850
O 0.24799 2.47812 -0.08840
C -0.04351 0.00692 1.03820
P 1.04029 -0.95758 -0.12250
O 1.71409 -0.01698 -1.10910
O 0.15869 -1.88888 -0.97780
C -0.22941 -3.30208 -0.84080
C -1.00601 -3.51638 0.44120
C 0.97849 -4.20548 -0.96140
O 2.04169 -1.79378 0.70630
C 3.14919 -1.36248 1.57080
C 2.70619 -1.39908 3.02410
C 3.70999 -0.02108 1.14040
O -0.91911 0.68472 -1.30190
C -1.66311 1.03532 -2.53330
C -0.65181 1.01882 -3.67990
C -2.35751 2.37492 -2.41800
H -3.14451 1.68342 3.82050
H -1.73381 2.54312 3.22290
H -1.79921 0.77062 3.16260
H -3.65861 2.68102 1.65420
H -3.30091 -0.36168 1.46410
H -4.28121 0.62132 0.35990
H -4.72501 0.49022 2.05480
H -0.80341 -0.66358 1.43580
H 0.53339 0.40172 1.87650
H -0.88741 -3.43658 -1.70610
H -0.37691 -3.32948 1.30920
H -1.34081 -4.54888 0.47650
H -1.88451 -2.87648 0.46720
H 1.60509 -4.13978 -0.07500
H 1.56859 -3.93898 -1.83430
H 0.63879 -5.23088 -1.08100
H 3.89569 -2.14788 1.41090
H 2.01369 -0.59658 3.27170
H 3.58809 -1.28858 3.64730
H 2.24639 -2.35368 3.26660
H 2.98959 0.79462 1.28940
H 4.02059 -0.04618 0.09320
H 4.59179 0.19012 1.74250
H -2.38831 0.22352 -2.65730
H -0.17771 2.00462 -3.80920
H -1.17891 0.80082 -4.60900
H 0.09089 0.21572 -3.54730
H -1.63711 3.17242 -2.20740
H -3.11601 2.36122 -1.64130
H -2.85191 2.59812 -3.36120